{"formula": "C23H31NO4", "method": "ωB97M-V with the def2-TZVPD basis set", "elements": ["C", "C", "C", "O", "C", "C", "C", "C", "C", "C", "H", "H", "C", "N", "C", "O", "C", "C", "C", "C", "C", "C", "C", "C", "H", "H", "C", "H", "H", "H", "H", "H", "C", "H", "H", "H", "H", "H", "H", "H", "H", "H", "H", "C", "H", "C", "O", "O", "H", "H", "H", "H", "H", "H", "H", "H", "H", "H", "H"], "xyz": [[-7.3886, -0.9939, -1.7260], [-5.9141, -1.3485, -1.2510], [-5.9449, -1.3504, 0.2522], [-4.8011, -1.8377, 0.8048], [-3.8352, -1.0612, 0.7760], [-2.6929, -1.4563, 1.4513], [-1.6525, -0.6525, 1.7201], [-1.6809, 0.8514, 1.1209], [-2.9292, 1.3346, 0.6934], [-3.9282, 0.4222, 0.6196], [-4.9521, 1.0909, 0.2914], [-3.1133, 2.4498, 0.4495], [-0.3982, 1.5013, 1.3074], [0.7250, 1.1232, 0.8167], [1.8008, 0.6281, 1.3172], [1.8588, 0.7523, 2.7721], [2.9187, -0.1591, 0.6128], [2.2817, -1.2945, -0.0571], [3.5124, -1.7730, -1.0640], [3.8516, -0.8288, -1.9326], [4.4092, 0.3517, -1.4431], [5.5155, 0.0385, -0.3165], [5.1466, -0.9433, 0.6330], [4.5224, -2.2435, 0.0543], [5.3563, -2.5958, -0.9723], [4.3389, -2.9985, 0.6153], [4.0787, -0.5987, 1.4343], [3.7607, -0.9507, 2.1691], [4.3827, 0.4271, 2.0641], [6.0276, -1.3900, 1.2864], [6.4281, -0.3960, -1.1370], [6.0256, 0.7970, -0.1070], [3.4024, 1.0467, -0.4723], [2.5248, 1.2020, -1.1547], [3.7412, 1.8249, 0.0110], [4.8381, 1.2789, -2.0683], [3.0724, -0.5783, -2.8627], [4.6435, -1.3134, -2.4172], [2.9785, -2.7204, -1.4837], [1.3499, -0.8492, -0.6721], [2.0522, -2.0317, 0.7730], [0.5043, 1.0340, 0.0145], [-0.2624, 1.6868, 2.5180], [-0.6053, 2.9787, 0.9136], [0.2937, 3.6901, 0.9730], [-0.6828, 3.0917, -0.6051], [-0.2839, 2.3115, -1.3785], [-1.5488, 3.9962, -0.8791], [-1.8004, 4.2609, -1.9805], [-1.4586, 3.7389, 1.4699], [-0.5993, -0.8645, 1.8750], [-2.5388, -2.3740, 1.5900], [-6.2829, -0.4450, 0.6227], [-6.7141, -2.3307, 0.6761], [-5.2238, -0.6485, -1.4286], [-5.6858, -2.1996, -1.4393], [-8.1910, -1.8148, -1.6042], [-7.4791, -0.9276, -2.8411], [-7.7541, 0.0608, -1.4048]], "lowdin_charge": [-0.0796, -0.1746, -0.2442, 0.0138, -0.3057, -0.0279, 0.0829, -0.0944, -0.0833, -0.0144, 0.1739, 0.1346, -0.3900, 0.0986, -0.1938, -0.1345, -0.3371, -0.0563, -0.3319, -0.2827, -0.2711, -0.1037, -0.3581, -0.0279, 0.1977, 0.0463, -0.1575, 0.0122, 0.2087, 0.1968, 0.1935, 0.0298, -0.0110, 0.1281, 0.0660, 0.1930, 0.2108, 0.1064, 0.1756, 0.1669, 0.1531, 0.0055, 0.2203, -0.0478, 0.1527, -0.6729, 0.1369, 0.0454, 0.2759, 0.2016, 0.1026, 0.0498, 0.0787, 0.2123, 0.0684, 0.0145, 0.0918, 0.0591, 0.0966], "e_lumo_ha": 0.008, "e_homo_ev": -7.7, "relative_energy_kj_mol": 2065.9}

{"formula": "C23H32AsN8O2STi", "method": "ωB97M-V with the def2-TZVPD basis set", "elements": ["Ti", "C", "N", "C", "C", "N", "N", "C", "N", "N", "H", "H", "H", "H", "H", "H", "H", "H", "H", "H", "H", "C", "O", "C", "C", "C", "C", "C", "C", "N", "N", "C", "C", "C", "C", "O", "C", "N", "C", "C", "C", "C", "H", "H", "H", "H", "H", "H", "H", "H", "H", "H", "H", "H", "S", "C", "As", "C", "C", "H", "H", "H", "H", "H", "H", "H", "H", "H"], "xyz": [[-0.9923, 0.4764, -0.6242], [-2.9872, -3.3154, -3.3191], [-3.7573, -2.1882, -2.8131], [-5.1580, -2.1226, -3.1998], [-3.1317, -1.1930, -2.1371], [-1.9133, -1.2365, -1.6995], [-3.9084, -0.0750, -1.8883], [-3.5042, 1.1456, -1.3185], [-4.4454, 1.6294, -0.4497], [-2.4429, 1.7558, -1.7219], [-3.4254, -3.6459, -4.2587], [-2.9795, -4.1550, -2.6206], [-1.9621, -3.0185, -3.5320], [-5.3291, -1.4399, -4.0361], [-5.7976, -1.8394, -2.3623], [-5.4757, -3.1189, -3.4945], [-1.4574, -2.1244, -1.8410], [-4.9055, -0.1736, -1.9576], [-4.7596, 0.9390, 0.2182], [-4.1650, 2.4795, 0.0167], [-2.2834, 2.6210, -1.2111], [5.5393, -2.4632, 2.0431], [4.1763, -2.5289, 2.4034], [3.6880, -1.5226, 3.1769], [2.3181, -1.5570, 3.4265], [1.7147, -0.5667, 4.1703], [2.4812, 0.4777, 4.6979], [3.8523, 0.4678, 4.5007], [4.4634, -0.5074, 3.7224], [1.9953, 1.5498, 5.5215], [0.9153, 2.1213, 5.3136], [0.0942, 1.7875, 4.1829], [-1.1566, 1.2480, 4.4448], [-1.9396, 0.7593, 3.3991], [-1.5076, 0.9229, 2.0950], [-2.0763, 0.3376, 1.0080], [-0.3596, 1.6811, 1.8317], [-0.0801, 1.9235, 0.4934], [1.3042, 1.6682, 0.1664], [2.2522, 2.2011, 1.2015], [1.8541, 2.4369, 2.4532], [0.5116, 2.0211, 2.8662], [5.7229, -3.3121, 1.3902], [6.1912, -2.5360, 2.9181], [5.7624, -1.5385, 1.5040], [1.7346, -2.3562, 2.9897], [0.6476, -0.6060, 4.3317], [4.4412, 1.2528, 4.9591], [5.5313, -0.4678, 3.5639], [-1.4671, 1.1221, 5.4744], [-2.8514, 0.2079, 3.5981], [1.5318, 2.1647, -0.7793], [3.2695, 2.4136, 0.8925], [2.5328, 2.8628, 3.1809], [1.3790, -0.1912, -0.1747], [-0.7071, 0.9653, -4.8206], [0.3510, 0.6309, -3.2039], [1.8850, 1.7779, -3.5533], [1.1447, -1.0820, -3.6877], [-0.1178, 0.8325, -5.7280], [-1.1058, 1.9783, -4.7900], [-1.5468, 0.2686, -4.8340], [2.2949, 1.5927, -4.5457], [2.6422, 1.5623, -2.8003], [1.5865, 2.8222, -3.4726], [1.3462, -1.1335, -4.7574], [0.4744, -1.8918, -3.4006], [2.0670, -1.1976, -3.1227]], "mulliken_spin": [1.0271, -0.0009, 0.0007, 0.0006, 0.0012, -0.0289, -0.0025, 0.0396, 0.0092, -0.0063, 0.0001, 0.0004, -0.0003, -0.0002, 0.0002, -0.0002, 0.0052, -0.0025, 0.0013, 0.0002, 0.0031, -0.0001, 0.0000, 0.0010, 0.0018, -0.0009, -0.0003, -0.0008, 0.0005, -0.0001, -0.0001, -0.0023, 0.0025, 0.0016, 0.0096, -0.0195, -0.0101, -0.0130, 0.0205, 0.0011, -0.0012, -0.0038, 0.0000, 0.0000, 0.0000, -0.0005, -0.0002, 0.0000, 0.0000, 0.0002, -0.0003, 0.0009, -0.0005, 0.0006, -0.0313, -0.0002, -0.0046, 0.0006, 0.0038, -0.0001, 0.0003, 0.0000, 0.0000, 0.0000, 0.0000, 0.0001, -0.0011, -0.0010], "e_lumo_ha": [-0.008, -0.009], "spin_multiplicity": 2, "e_homo_ev": [-6.2, -6.2], "relative_energy_kj_mol": 176.7}

{"formula": "C23H32CoN6", "method": "ωB97M-V with the def2-TZVPD basis set", "elements": ["Co", "C", "C", "N", "C", "C", "N", "C", "C", "N", "C", "C", "N", "C", "C", "C", "C", "C", "C", "C", "N", "H", "H", "H", "H", "H", "H", "H", "H", "H", "H", "H", "H", "H", "H", "H", "H", "H", "H", "H", "H", "H", "H", "H", "C", "C", "C", "C", "C", "C", "C", "C", "N", "H", "H", "H", "H", "H", "H", "H", "H", "H"], "xyz": [[0.6043, -0.5608, 0.2078], [3.8602, 0.4308, 2.8804], [2.7181, 0.3514, 1.9195], [2.3435, -0.6963, 1.3026], [2.8668, -2.0356, 1.5710], [2.2540, -3.0359, 0.5788], [0.8501, -2.7443, 0.2203], [-0.2219, -3.3277, 1.0499], [-0.6410, -2.4178, 2.1967], [-0.9641, -1.0573, 1.7350], [-2.3936, -0.7407, 1.4703], [-2.7126, -0.1857, 0.0700], [-1.6882, 0.7557, -0.3932], [-1.4901, 1.8984, 0.3425], [-2.7033, 2.7532, 0.5776], [-0.2385, 2.2645, 0.9224], [0.0342, 3.5704, 1.4178], [1.2329, 3.8417, 2.0126], [2.1876, 2.8196, 2.1769], [1.8674, 1.5774, 1.6962], [0.7161, 1.3163, 1.0709], [4.2806, -0.5435, 3.1070], [3.5431, 0.9057, 3.8095], [4.6514, 1.0537, 2.4549], [2.6148, -2.3086, 2.5984], [3.9527, -2.0808, 1.4825], [2.3651, -4.0490, 0.9726], [2.8183, -2.9842, -0.3521], [0.7059, -3.0694, -0.7277], [0.0673, -4.3071, 1.4434], [-1.0795, -3.4823, 0.3925], [0.1743, -2.3363, 2.9194], [-1.4823, -2.8782, 2.7213], [-0.6357, -0.4043, 2.4332], [-2.7014, 0.0076, 2.2033], [-3.0068, -1.6268, 1.6525], [-3.6948, 0.2867, 0.1177], [-2.7659, -0.9712, -0.6770], [-3.5050, 2.4608, -0.0965], [-2.4837, 3.8019, 0.3701], [-3.0721, 2.7031, 1.6068], [-0.7053, 4.3517, 1.3192], [1.4412, 4.8395, 2.3756], [3.1317, 3.0077, 2.6682], [-0.9696, -2.3916, -2.5339], [-0.9143, -1.0339, -3.1974], [-1.0265, -0.9841, -4.5851], [-0.9440, 0.2153, -5.2655], [-0.7160, 1.3804, -4.5515], [-0.5889, 1.3670, -3.1682], [-0.2712, 2.6589, -2.4629], [-0.7201, 0.1518, -2.4752], [-0.6176, 0.0828, -1.0500], [-1.7101, -3.0266, -3.0200], [-1.2157, -2.3152, -1.4772], [-0.0090, -2.9110, -2.6289], [-1.1841, -1.9066, -5.1326], [-1.0399, 0.2429, -6.3433], [-0.6158, 2.3235, -5.0765], [0.1480, 3.3760, -3.1687], [0.4560, 2.4984, -1.6673], [-1.1569, 3.1181, -2.0169]], "mulliken_spin": [2.7106, 0.0105, -0.0009, 0.0325, -0.0054, 0.0076, 0.0388, 0.0063, -0.0041, 0.0288, 0.0113, 0.0302, 0.1414, 0.2964, 0.0115, 0.0752, 0.1462, -0.0152, 0.1269, -0.0174, 0.1839, 0.0003, -0.0026, 0.0009, 0.0008, -0.0026, -0.0024, -0.0011, -0.0144, 0.0000, -0.0008, 0.0012, -0.0010, 0.0056, -0.0007, 0.0017, 0.0095, -0.0044, 0.0034, 0.0055, 0.0077, 0.0110, 0.0008, 0.0075, 0.0132, -0.0184, -0.0113, 0.0140, -0.0107, 0.0121, 0.0341, 0.0333, 0.1062, 0.0013, -0.0013, 0.0000, 0.0005, 0.0006, 0.0007, 0.0013, -0.0122, -0.0042], "e_lumo_ha": [-0.111, -0.117], "spin_multiplicity": 5, "e_homo_ev": [-9.3, -10.4], "total_charge": 1}